Formula: C60H45Cl4IN4NaO3P
Source: the OMol25 dataset
Level of theory: ωB97M-V with the def2-TZVPD basis set

ORCA input file:
```
! RIJCOSX wB97M-V def2-TZVPD def2/J DEFGRID3
* xyz -2 1
Na -1.21500 0.79843 0.60727
Cl -10.00768 -0.49732 -2.81533
C -8.37367 -0.33552 -2.19447
C -8.01506 0.81386 -1.51860
C -6.71566 0.93399 -1.03976
C -5.77350 -0.07730 -1.22111
C -6.17406 -1.22434 -1.91122
C -7.46437 -1.35995 -2.39881
C -4.37637 0.11324 -0.73954
C -3.82249 -0.95220 0.11982
C -4.38771 -2.20334 0.39984
C -3.38741 -2.96421 1.03021
C -2.26399 -2.14118 1.15608
C -0.87390 -2.48856 1.75889
C -0.95549 -3.56893 2.84672
C 0.22902 -4.15774 3.30196
C 0.24457 -5.13191 4.28539
C -0.95365 -5.51065 4.86565
Cl -0.96866 -6.79679 6.06092
C -2.12756 -4.86770 4.53565
C -2.11399 -3.88726 3.54714
C -0.22493 -1.28843 2.51315
N 0.04342 -0.14623 1.91828
C 0.57009 0.73923 2.83831
C 0.86269 2.12274 2.56367
C 1.44267 2.90686 3.69033
C 0.78821 3.03823 4.91278
C 1.33143 3.80111 5.93645
C 2.54611 4.43157 5.73279
Cl 3.22143 5.42547 7.00998
C 3.22992 4.30556 4.53760
C 2.67176 3.54329 3.52068
C 0.66183 2.84327 1.38076
C 0.86038 4.25038 1.10532
C 0.51807 4.44806 -0.20233
C 0.07442 3.16032 -0.72376
N 0.19296 2.25767 0.21670
C -0.58430 2.84463 -2.01538
C -1.87635 2.25981 -1.99846
C -2.90346 2.39457 -3.05194
C -4.02213 1.78660 -2.60842
C -3.69661 1.17388 -1.30956
N -2.41318 1.56575 -0.97779
C 0.15676 3.01408 -3.25446
C 1.24935 3.90129 -3.36139
C 2.02710 3.98198 -4.50272
C 1.74714 3.16300 -5.58355
Cl 2.73822 3.25746 -7.03256
C 0.70849 2.25155 -5.51602
C -0.06779 2.18287 -4.37136
C 0.71599 0.04331 4.07361
C 0.19390 -1.22424 3.88481
N -2.53311 -0.93243 0.59426
H -8.73889 1.60348 -1.36718
H -6.41639 1.82987 -0.51022
H -5.44576 -2.00352 -2.09410
H -7.75882 -2.24426 -2.94831
H -5.39123 -2.53235 0.17874
H -3.46120 -4.00813 1.29434
H 1.17396 -3.81303 2.90163
H 1.17462 -5.58121 4.60689
H -3.04674 -5.11624 5.04962
H -3.02518 -3.35025 3.33424
H -0.16537 2.54692 5.05440
H 0.81508 3.90836 6.88087
H 4.18632 4.79330 4.40417
H 3.19113 3.42439 2.57620
H 1.19958 4.99924 1.80555
H 0.48945 5.39281 -0.72682
H -2.77747 2.93445 -3.97947
H -4.96504 1.70084 -3.12879
H 1.50542 4.52771 -2.51773
H 2.85047 4.68349 -4.55591
H 0.53064 1.57214 -6.34014
H -0.83745 1.42393 -4.31231
H 1.14674 0.42487 4.98739
H 0.11070 -1.98816 4.64091
I -1.31497 -0.96131 -1.87224
C -0.51787 -2.49504 -3.12540
C -0.20615 -2.90561 -4.39342
C 0.47668 -4.13659 -4.52526
C 0.86057 -4.88417 -3.40096
C 0.58552 -4.44549 -2.11315
C 0.81796 -5.03112 -0.80449
C 0.51944 -4.38072 0.34009
C 0.07610 -2.90292 0.49538
C -0.58616 -2.69023 -0.82460
C -0.11890 -3.23750 -2.00106
H -0.48150 -2.34123 -5.27697
H 0.69288 -4.51347 -5.51716
H 1.38526 -5.82365 -3.55315
H 1.19959 -6.04616 -0.73421
H 0.69248 -4.93415 1.24947
H 0.98638 -2.29548 0.63838
C 4.85219 0.04222 2.35882
C 4.04239 -0.90362 1.48836
O 3.87348 -0.40002 0.16120
P 2.59913 0.67468 0.01862
O 2.50306 0.62979 -1.61103
C 2.31498 -0.61619 -2.29193
C 3.60581 -1.09107 -2.92528
O 3.38361 2.11188 0.12964
C 4.30028 2.58831 -0.85152
C 4.77044 3.95593 -0.40509
H 5.08767 -0.43070 3.31568
H 4.29029 0.95704 2.55473
H 5.78472 0.31264 1.85758
H 3.06110 -1.07714 1.95032
H 4.54838 -1.86674 1.39469
H 1.55907 -0.43914 -3.05719
H 1.92491 -1.37285 -1.60192
H 4.04514 -0.28460 -3.51719
H 3.39999 -1.94114 -3.58085
H 4.32122 -1.38831 -2.15889
H 3.80176 2.64878 -1.82000
H 5.13880 1.89005 -0.94560
H 3.90454 4.60089 -0.24257
H 5.41288 4.40850 -1.16433
H 5.32851 3.88917 0.53204
*
```

The HOMO-LUMO gap comes out at 4.5 eV. For the total energy, the calculation gives -146948.736 eV. Its HOMO energy is -0.039 hartree.

Formula: C60H46CaCl4N11
Source: the OMol25 dataset
Level of theory: ωB97M-V with the def2-TZVPD basis set

ORCA input file:
```
! RIJCOSX wB97M-V def2-TZVPD def2/J DEFGRID3
* xyz -1 1
Ca 0.57171 0.06954 -0.25678
Cl -0.37799 -3.01586 8.81072
C -0.16959 -2.45826 7.17982
C 0.46591 -3.27206 6.25632
C 0.63121 -2.81566 4.96182
C 0.16671 -1.55946 4.57712
C -0.46479 -0.76276 5.52312
C -0.63739 -1.20516 6.82422
C 0.33551 -1.14616 3.16192
C -0.70079 -1.49846 2.29502
C -1.90939 -2.17426 2.71662
C -2.53269 -2.58536 1.58712
C -1.70839 -2.14026 0.47862
C -1.90139 -2.51476 -0.85788
C -2.95519 -3.51716 -1.12118
C -4.31219 -3.26266 -0.93778
C -5.25359 -4.25226 -1.16038
C -4.83689 -5.51526 -1.54268
Cl -6.01019 -6.76636 -1.78938
C -3.49319 -5.79766 -1.72138
C -2.56569 -4.79356 -1.52528
C -1.11359 -2.12926 -1.95168
N 0.00731 -1.38666 -1.91378
C 0.39671 -1.17066 -3.18858
C 1.55271 -0.49206 -3.58458
C 1.74871 -0.23256 -5.03278
C 1.58661 1.06274 -5.51898
C 1.74511 1.33994 -6.86498
C 2.07931 0.31464 -7.73268
Cl 2.27301 0.65444 -9.42658
C 2.25601 -0.97966 -7.27438
C 2.08241 -1.24656 -5.92578
C 2.55081 -0.05726 -2.70648
C 3.81931 0.51234 -3.11198
C 4.55031 0.66834 -1.98328
C 3.71331 0.22514 -0.89048
N 2.53021 -0.20686 -1.36588
C 4.09861 0.21754 0.45182
C 3.28871 -0.10356 1.54672
C 3.74891 -0.08706 2.92072
C 2.68621 -0.44526 3.68092
C 1.58941 -0.67446 2.76902
N 1.98641 -0.44056 1.50272
C 5.52711 0.46674 0.75532
C 6.10471 1.73094 0.77982
C 7.44451 1.88854 1.09702
C 8.20921 0.77184 1.38792
Cl 9.88461 0.96084 1.79402
C 7.66031 -0.49956 1.35192
C 6.32151 -0.64086 1.04312
C -0.54089 -1.79076 -4.10048
C -1.46289 -2.41446 -3.33198
N -0.64689 -1.45606 0.94772
H 0.82721 -4.24626 6.55212
H 1.11871 -3.44096 4.22792
H -0.82759 0.21074 5.22822
H -1.12709 -0.58336 7.55962
H -2.22639 -2.31916 3.73492
H -3.44959 -3.14136 1.51222
H -4.63939 -2.28476 -0.61538
H -6.30559 -4.04466 -1.02748
H -3.17999 -6.79276 -1.99758
H -1.51399 -4.99716 -1.66378
H 1.31581 1.84994 -4.83018
H 1.60351 2.34224 -7.23988
H 2.52081 -1.76556 -7.96648
H 2.20541 -2.25676 -5.56118
H 4.09781 0.75194 -4.12178
H 5.54751 1.05284 -1.87758
H 4.74101 0.16994 3.24892
H 2.64291 -0.55696 4.74942
H 5.50451 2.60224 0.55242
H 7.89171 2.87154 1.11972
H 8.26871 -1.36576 1.56252
H 5.86591 -1.61976 1.02072
H -0.48589 -1.75416 -5.17388
H -2.31889 -2.97716 -3.65748
C -2.02559 3.83344 4.05602
N -1.70299 3.55724 2.67262
C -2.88519 3.46324 1.84052
C -0.60759 2.75564 2.30842
N -0.61239 1.82534 1.45972
N 0.56841 3.09514 2.97162
C 1.83831 2.94834 2.42082
N 2.84301 3.28724 3.33892
N 2.01901 2.65054 1.21662
H -2.42539 4.84904 4.13982
H -1.15939 3.74854 4.70822
H -2.79129 3.14024 4.43142
H -3.49479 4.35054 2.02462
H -3.49099 2.57324 2.05782
H -2.59099 3.44994 0.79192
H -1.49519 1.64564 1.00402
H 0.50141 3.86114 3.62482
H 2.64301 3.05924 4.30212
H 3.75801 2.95814 3.06092
H 2.99161 2.54954 0.95072
C -3.71999 0.14304 -2.17598
N -2.47049 0.72084 -1.75638
C -1.95129 1.57174 -2.55778
C -0.69249 2.19874 -2.44808
C -0.23419 3.21094 -3.31408
C 1.06491 3.49744 -2.92228
C 1.33691 2.63864 -1.85308
N 0.29061 1.86924 -1.55798
C -4.84649 0.40154 -1.21458
C -4.63339 0.34054 0.15732
C -5.67459 0.59114 1.03292
C -6.94259 0.88434 0.55472
C -7.15989 0.96034 -0.80938
C -6.11499 0.72084 -1.68528
H -3.56729 -0.94036 -2.25668
H -4.02459 0.49584 -3.18128
H -2.50669 1.87364 -3.47078
H -0.79339 3.66984 -4.11318
H 1.73961 4.21944 -3.35518
H 2.25381 2.55464 -1.29758
H -3.64589 0.09344 0.52102
H -5.49859 0.55964 2.10032
H -7.76119 1.04374 1.24422
H -8.13829 1.21664 -1.19148
H -6.28679 0.78154 -2.75068
*
```

The HOMO-LUMO gap comes out at 5.6 eV. For the total energy, the calculation gives -147893.216 eV. Its HOMO energy is -0.153 hartree.

Formula: C60H48N9PPdS
Source: the OMol25 dataset
Level of theory: ωB97M-V with the def2-TZVPD basis set

ORCA input file:
```
! RIJCOSX wB97M-V def2-TZVPD def2/J DEFGRID3
* xyz 2 1
Pd -0.35990 -0.44023 -0.26291
C 1.85457 1.50321 4.34270
N 0.83249 1.23397 3.32013
C 1.04215 0.63988 2.12585
N -0.10051 0.59975 1.45982
C -1.09143 1.14213 2.25394
C -0.51045 1.54542 3.42504
C -1.11953 2.19728 4.60021
C -0.98518 1.65724 5.87910
C -1.59030 2.27360 6.96513
C -2.33852 3.42989 6.77814
C -2.48243 3.96611 5.50551
C -1.87317 3.35356 4.41982
C -2.53744 1.08086 1.93029
C -3.30481 0.07554 2.51434
C -4.65889 -0.04225 2.22212
C -5.25679 0.85418 1.34497
C -4.50129 1.87552 0.77991
C -3.14959 1.99053 1.07660
P 2.57404 -0.21832 1.63359
C 1.73802 -1.81678 1.26935
N 0.52947 -1.97801 0.75452
C 0.16762 -3.29724 0.89866
C 1.19843 -3.96069 1.50355
N 2.17048 -3.01560 1.74110
C 3.45370 -3.26347 2.42477
C 1.30097 -5.37206 1.93106
C 2.35759 -6.17865 1.51318
C 2.41297 -7.51076 1.90119
C 1.40979 -8.04266 2.70350
C 0.35291 -7.24233 3.11782
C 0.29905 -5.90994 2.73320
C -1.10508 -3.80581 0.36833
C -2.28661 -3.03667 0.45823
C -3.33361 -3.32387 -0.36597
C -3.12616 -4.30623 -1.39332
C -2.21463 -5.36548 -1.04271
C -1.17165 -5.09106 -0.22120
C 2.86560 0.45851 -0.01015
N 2.09718 0.25852 -1.05005
C 2.56707 1.05313 -2.05428
C 3.68019 1.72957 -1.61736
N 3.86030 1.34453 -0.30297
C 4.94806 1.79867 0.57080
C 4.58479 2.70924 -2.26443
C 4.28172 4.06871 -2.23410
C 5.13137 4.98770 -2.83428
C 6.28870 4.55080 -3.46858
C 6.59708 3.19743 -3.49823
C 5.74748 2.27838 -2.89616
C 1.86202 1.06751 -3.35326
C 1.10575 -0.04967 -3.70602
C 0.35771 -0.06157 -4.87330
C 0.36481 1.04520 -5.71501
C 1.13090 2.15550 -5.37925
C 1.87357 2.16837 -4.20553
H 2.81784 1.62747 3.85933
H 1.91169 0.68793 5.05929
H 1.59439 2.41874 4.86429
H -0.42514 0.73941 6.02568
H -1.48681 1.84774 7.95492
H -2.81126 3.91137 7.62499
H -3.06613 4.86557 5.35849
H -1.98019 3.77108 3.42536
H -2.83645 -0.61624 3.20753
H -5.24803 -0.82241 2.68940
H -6.31402 0.77261 1.12398
H -4.96847 2.59825 0.12128
H -2.57202 2.80529 0.66563
H 3.36662 -4.17395 3.00772
H 3.67244 -2.43200 3.08620
H 4.25742 -3.37492 1.70143
H 3.12906 -5.77471 0.86478
H 3.23505 -8.13410 1.57325
H 1.45227 -9.08129 3.00718
H -0.42621 -7.65274 3.74735
H -0.51924 -5.27976 3.06509
H -2.32771 -2.20606 1.14760
H -4.24318 -2.73549 -0.34513
H -4.03084 -4.65192 -1.88248
H -2.27667 -6.30909 -1.57410
H -0.37162 -5.80714 -0.06434
H 5.30413 2.75740 0.20766
H 5.77200 1.08857 0.56402
H 4.58438 1.92235 1.58722
H 3.37433 4.40199 -1.74177
H 4.89179 6.04304 -2.80936
H 6.95006 5.26587 -3.94105
H 7.49705 2.85546 -3.99286
H 5.98071 1.21960 -2.92743
H 1.11874 -0.91547 -3.05505
H -0.21634 -0.94268 -5.13814
H -0.20937 1.03875 -6.63296
H 1.14969 3.01896 -6.03302
H 2.45002 3.05112 -3.95084
N -2.73156 1.60538 -2.89634
C -2.76213 3.01334 -2.64608
C -3.76591 3.77235 -3.21147
C -3.81190 5.14338 -2.98350
C -2.86198 5.73876 -2.17457
C -1.86271 4.96175 -1.59287
C -1.80534 3.60315 -1.84160
S -0.45833 2.66846 -1.17397
N -1.13710 1.08112 -1.31237
C -2.01028 0.74013 -2.18089
C -2.16208 -0.71957 -2.42172
C -3.10029 -1.28170 -3.29096
C -3.09064 -2.61996 -3.51034
C -2.18034 -3.46957 -2.78167
C -1.07395 -2.74673 -2.18821
N -1.16312 -1.45125 -1.90967
H -3.36178 1.25033 -3.59289
H -4.51434 3.29782 -3.83796
H -4.59546 5.73542 -3.43708
H -2.89009 6.80462 -1.99255
H -1.11304 5.42243 -0.95806
H -3.82712 -0.66196 -3.80072
H -3.81614 -3.08093 -4.17037
H -1.86214 -4.32130 -3.36682
H -0.16278 -3.24518 -1.89588
*
```

The HOMO-LUMO gap comes out at 6.3 eV. For the total energy, the calculation gives -100003.542 eV. Its HOMO energy is -0.446 hartree.